1.
DFT (ωB97M-V/def2-TZVPD) results for an isolated ion of composition C5H12NS2 and charge +1.

Values from the calculation:
relative energy (zero: lowest compared OMol25 entry of this formula, charge and spin)	82.3	kcal/mol
lowest unoccupied orbital energy (alpha / beta)	-0.1953 / -0.1954	Eh
molar mass	150.3	g/mol
HOMO-LUMO gap (alpha / beta)	8.2 / 8.2	eV
strongest force on any atom	6.8	eV Å⁻¹
highest occupied orbital energy (alpha / beta)	-13.51 / -13.51	eV
net charge	+1

Last columns: bonded neighbours and bond lengths (Å).
Geometry (Å):
1 C 1.60485 0.16818 -0.04576  N6 1.689, S7 1.717, S8 1.711
2 C -0.51885 -1.91104 0.99372  C4 1.461, H9 1.123, H10 1.039, H11 1.124
3 C -1.38831 1.87440 -1.08497  C5 1.543, H12 1.168, H13 1.125, H14 1.111
4 C -0.58808 -1.28973 -0.32724  C2 1.461, N6 1.470, H15 1.048, H16 1.057
5 C -0.87753 1.20304 0.20677  C3 1.543, N6 1.495, H17 1.074, H18 1.087
6 N -0.05599 0.08039 -0.34003  C1 1.689, C4 1.470, C5 1.495
7 S 2.05098 1.66372 0.66961  C1 1.717, H19 1.322
8 S 2.55266 -1.18720 -0.48480  C1 1.711, H20 1.382
9 H -0.92179 -2.95023 0.85860  C2 1.123
10 H 0.48992 -2.07843 1.17607  C2 1.039
11 H -1.19625 -1.51406 1.79800  C2 1.124
12 H -2.13444 2.71599 -0.76849  C3 1.168
13 H -0.57264 2.19649 -1.78996  C3 1.125
14 H -1.92996 1.03949 -1.57879  C3 1.111
15 H -1.54357 -1.36547 -0.75172  C4 1.048
16 H 0.11659 -1.82517 -0.90516  C4 1.057
17 H -1.68808 0.66858 0.66533  C5 1.074
18 H -0.43712 1.81936 0.98618  C5 1.087
19 H 3.32577 1.31494 0.70877  S7 1.322
20 H 3.71181 -0.62327 0.01387  S8 1.382

---

2.
DFT (ωB97M-V/def2-TZVPD) results for an isolated ion of composition C5H12NS2 and charge +1.

Values from the calculation:
SMILES	C[C@@H]1[NH2+][C@H](C)S[C@H]1S
relative energy (zero: lowest compared OMol25 entry of this formula, charge and spin)	48.3	kcal/mol
lowest unoccupied orbital energy	-0.1216	Eh
molar mass	150.3	g/mol
HOMO-LUMO gap	9.6	eV
strongest force on any atom	4.4	eV Å⁻¹
highest occupied orbital energy	-12.94	eV
net charge	+1

Last columns: bonded neighbours and bond lengths (Å).
Geometry (Å):
1 C 0.26222 2.25772 0.36501  C2 1.516, H9 1.049, H10 1.105, H11 1.026
2 C 0.65219 1.00537 -0.39433  C1 1.516, N3 1.553, C7 1.718, H12 1.049
3 N -0.62006 0.12816 -0.54805  C2 1.553, C4 1.548, H13 1.031, H14 1.099
4 C -0.28707 -1.32485 -0.13008  N3 1.548, C5 1.503, S6 1.873, H15 1.135
5 C -1.50811 -2.19572 -0.02620  C4 1.503, H16 1.083, H17 1.016, H18 1.130
6 S 0.63342 -1.13438 1.48992  C4 1.873, C7 1.698
7 C 1.57637 -0.00163 0.64583  C2 1.718, S6 1.698, S8 1.892, H19 1.068
8 S 2.88293 -0.78388 -0.47713  C7 1.892, H20 1.324
9 H 1.01077 2.98183 0.49022  C1 1.049
10 H -0.12133 1.95772 1.35678  C1 1.105
11 H -0.47505 2.83329 -0.05551  C1 1.026
12 H 1.08885 1.11492 -1.34204  C2 1.049
13 H -1.40498 0.52182 -0.00762  N3 1.031
14 H -0.97336 0.13651 -1.58838  N3 1.099
15 H 0.60920 -1.77573 -0.66027  C4 1.135
16 H -2.07349 -2.07439 -0.94225  C5 1.083
17 H -2.18231 -2.06720 0.72291  C5 1.016
18 H -1.27149 -3.29310 0.10429  C5 1.130
19 H 2.03805 0.63776 1.36606  C7 1.068
20 H 2.24531 -1.94121 -0.55659  S8 1.324

---

3.
DFT (ωB97M-V/def2-TZVPD) results for an isolated ion of composition C5H12NS2 and charge +1.

Values from the calculation:
SMILES	C[NH2+][C@]1(C)S[C@]1(C)S
relative energy (zero: lowest compared OMol25 entry of this formula, charge and spin)	57.8	kcal/mol
lowest unoccupied orbital energy	-0.1170	Eh
molar mass	150.3	g/mol
HOMO-LUMO gap	10.1	eV
strongest force on any atom	4.6	eV Å⁻¹
highest occupied orbital energy	-13.31	eV
net charge	+1

Last columns: bonded neighbours and bond lengths (Å).
Geometry (Å):
1 C 0.73917 2.40471 -0.53423  N2 1.521, H9 1.169, H10 1.133, H11 1.058
2 N -0.31184 1.31342 -0.67253  C1 1.521, C3 1.466, H12 1.051, H13 1.021
3 C 0.06888 0.16453 0.15537  N2 1.466, C4 1.537, S5 1.766, C6 1.511
4 C 0.04657 0.29332 1.68690  C3 1.537, H14 1.103, H15 1.198, H16 1.045
5 S 1.51146 -0.57346 -0.54697  C3 1.766, C6 1.861
6 C -0.23419 -1.20274 -0.41149  C3 1.511, S5 1.861, C7 1.758, S8 1.785
7 C -0.50288 -2.59500 0.62854  C6 1.758, H17 1.067, H18 1.095, H19 1.081
8 S -1.12079 -1.23487 -1.96012  C6 1.785, H20 1.342
9 H 1.67013 2.06641 -1.15462  C1 1.169
10 H 0.51492 3.37000 -1.08363  C1 1.133
11 H 0.84340 2.49204 0.51526  C1 1.058
12 H -0.27911 1.02144 -1.68179  N2 1.051
13 H -1.20176 1.79579 -0.53797  N2 1.021
14 H 0.72040 1.04550 2.13043  C4 1.103
15 H 0.53163 -0.74524 2.03388  C4 1.198
16 H -0.94655 0.45436 1.96872  C4 1.045
17 H 0.26913 -2.79995 1.33673  C7 1.067
18 H -0.71999 -3.30533 -0.17668  C7 1.095
19 H -1.42460 -2.33931 1.13118  C7 1.081
20 H -0.17399 -1.62564 -2.82698  S8 1.342

---

4.
DFT (ωB97M-V/def2-TZVPD) results for a 2-piece molecular cluster, C5H12NSi overall.

Values from the calculation:
relative energy (zero: lowest compared OMol25 entry of this formula, charge and spin)	65.6	kcal/mol
lowest unoccupied orbital energy	-0.1724	Eh
molar mass	114.2	g/mol
HOMO-LUMO gap	7.4	eV
strongest force on any atom	4.6	eV Å⁻¹
highest occupied orbital energy	-12.10	eV
net charge	+1

Last columns: bonded neighbours and bond lengths (Å).
Geometry (Å):
1 C 2.47447 2.27527 -1.44525  N6 1.210, H8 1.088, H9 1.057
2 C 1.48216 1.24127 0.46436  N6 1.198, H10 1.059
3 C -1.25782 -0.68605 2.14896  Si7 1.944, H11 1.085, H12 1.072, H13 1.138
4 C -2.16459 -0.15209 -1.01961  Si7 1.915, H14 1.089, H15 1.179, H16 1.107
5 C 0.50389 -1.94914 -0.31326  Si7 1.866, H17 1.027, H18 1.093, H19 1.071
6 N 2.06207 1.84793 -0.39119  C1 1.210, C2 1.198
7 Si -0.93978 -0.90671 0.24397  C3 1.944, C4 1.915, C5 1.866
8 H 2.06917 3.12326 -1.99299  C1 1.088
9 H 3.35138 1.83900 -1.84377  C1 1.057
10 H 1.38184 1.41889 1.50309  C2 1.059
11 H -2.28147 -0.83351 2.47854  C3 1.085
12 H -0.62973 -1.29708 2.76685  C3 1.072
13 H -0.98394 0.33533 2.57080  C3 1.138
14 H -2.51622 -1.04303 -1.53816  C4 1.089
15 H -3.20135 0.29076 -0.67562  C4 1.179
16 H -1.74756 0.67845 -1.62161  C4 1.107
17 H 0.80261 -2.46830 0.52142  C5 1.027
18 H 0.43477 -2.54932 -1.22361  C5 1.093
19 H 1.16009 -1.16496 -0.63292  C5 1.071

---

5.
DFT (ωB97M-V/def2-TZVPD) results for a 2-piece molecular cluster, C5H12O overall.

Values from the calculation:
relative energy (zero: lowest compared OMol25 entry of this formula, charge and spin)	95.8	kcal/mol
lowest unoccupied orbital energy (alpha / beta)	0.0386 / 0.0396	Eh
molar mass	88.1	g/mol
HOMO-LUMO gap (alpha / beta)	8.1 / 7.9	eV
strongest force on any atom	0.4	eV Å⁻¹
highest occupied orbital energy (alpha / beta)	-7.03 / -6.83	eV
net charge	0

Last columns: bonded neighbours and bond lengths (Å).
Geometry (Å):
1 C -0.21039 1.77093 1.48753  C2 1.525, H7 1.095, H8 1.094, H9 1.094
2 C 0.77840 0.67868 1.09462  C1 1.525, C3 1.498, H10 1.102, H11 1.098
3 C 0.27344 -0.27149 0.05189  C2 1.498, C4 1.485, O5 1.294
4 C 1.13543 -1.30686 -0.57172  C3 1.485, H13 1.093, H14 1.099, H15 1.105
5 O -1.01031 -0.37614 -0.06882  C3 1.294, C6 1.322
6 C -1.66918 -1.13029 -0.93229  O5 1.322, H16 1.080, H18 1.082
7 H -0.48708 2.37679 0.61885  C1 1.095
8 H -1.12790 1.34612 1.90467  C1 1.094
9 H 0.23400 2.42979 2.24004  C1 1.094
10 H 1.07750 0.11352 1.99264  C2 1.102
11 H 1.70346 1.13324 0.71567  C2 1.098
12 H -0.11239 0.80009 -2.00920  H17 0.763
13 H 2.18889 -1.10217 -0.36403  C4 1.093
14 H 0.99242 -1.36150 -1.65984  C4 1.099
15 H 0.88967 -2.30767 -0.17375  C4 1.105
16 H -2.74123 -1.06720 -0.82117  C6 1.080
17 H -0.70611 0.39344 -2.26141  H12 0.763
18 H -1.17610 -1.99342 -1.35986  C6 1.082

---

6.
DFT (ωB97M-V/def2-TZVPD) results for one molecule with the formula C5H12O.

Values from the calculation:
SMILES	CCCCOC
relative energy (zero: lowest compared OMol25 entry of this formula, charge and spin)	16.8	kcal/mol
lowest unoccupied orbital energy	0.0424	Eh
molar mass	88.1	g/mol
HOMO-LUMO gap	10.9	eV
strongest force on any atom	0.4	eV Å⁻¹
highest occupied orbital energy	-9.75	eV
net charge	0

Last columns: bonded neighbours and bond lengths (Å).
Geometry (Å):
1 C 1.67952 -2.19687 0.94822  C2 1.524, H7 1.096, H8 1.095, H9 1.096
2 C 0.56563 -1.49780 0.17800  C1 1.524, C3 1.526, H10 1.099, H11 1.099
3 C 0.56639 0.01511 0.37447  C2 1.526, C4 1.509, H12 1.096, H13 1.099
4 C -0.40311 0.68581 -0.56695  C3 1.509, O5 1.408, H14 1.102, H15 1.103
5 O -0.62167 2.01809 -0.16727  C4 1.408, C6 1.402
6 C -1.89520 2.46145 -0.55010  O5 1.402, H16 1.091, H17 1.101, H18 1.100
7 H 2.65663 -1.79259 0.65920  C1 1.096
8 H 1.68502 -3.27375 0.75093  C1 1.095
9 H 1.56453 -2.04744 2.02818  C1 1.096
10 H -0.41310 -1.88938 0.48857  C2 1.099
11 H 0.65796 -1.72381 -0.89386  C2 1.099
12 H 0.24247 0.27736 1.38772  C3 1.096
13 H 1.57560 0.42775 0.23938  C3 1.099
14 H -0.01769 0.64275 -1.59846  C4 1.102
15 H -1.36691 0.14951 -0.56390  C4 1.103
16 H -2.00100 3.49477 -0.21749  C6 1.091
17 H -2.68463 1.84722 -0.09049  C6 1.101
18 H -2.02691 2.44106 -1.64213  C6 1.100

---

Q: strongest force on any atom of number 1 (C5H12NS2)?
A: 6.8 eV Å⁻¹